[1]
This record from the OMol25 dataset describes a molecular structure, C26H32ClO4Pb. The level of theory is ωB97M-V with the def2-TZVPD basis set.

Calculated values
HOMO-LUMO gap in eV: 5.51
LUMO level in eV: 2.3
Spin multiplicity: 1
Net charge: -1
HOMO energy in eV: -3.25

Structure (XYZ):
```
64
Properties=species:S:1:pos:R:3:nbo_charge:R:1
O -3.2044 -1.4535 -4.7676 -0.56
C -2.6710 -2.2897 -5.8385 -0.06
C -4.0338 -2.3286 -6.5394 -0.45
H -2.3151 -3.2544 -5.4704 0.18
H -1.9047 -1.7586 -6.4346 0.18
C -4.3310 -1.1144 -5.6258 0.28
H -4.6197 -3.2079 -6.2608 0.21
H -4.0320 -2.1512 -7.6143 0.20
C -5.6857 -1.1174 -4.9841 -0.64
H -5.9017 -2.0414 -4.4331 0.25
H -6.4380 -1.0084 -5.7789 0.21
H -5.8029 -0.2518 -4.3253 0.21
C -4.0289 0.2135 -6.3022 -0.63
H -3.2773 0.0424 -7.0763 0.20
H -3.6277 0.9280 -5.5741 0.23
H -4.9392 0.6283 -6.7443 0.21
Pb 0.1201 -1.0324 -1.2106 1.48
C 1.8458 1.7214 -0.7758 -0.31
C 2.7998 0.7399 -1.1422 -0.34
C 2.5341 0.3517 -2.4883 -0.40
H 3.6323 0.4031 -0.5253 0.21
C 1.4350 1.1298 -2.9627 -0.42
C 1.0126 1.9774 -1.8946 -0.33
H 0.2281 2.7307 -1.9452 0.21
H 1.7872 2.2299 0.1839 0.22
H 3.1231 -0.3575 -3.0728 0.20
H 1.0555 1.1454 -3.9846 0.20
C -0.7450 0.9071 1.6460 -0.33
C -1.1968 1.8199 0.6550 -0.32
C -2.3288 1.2586 0.0191 -0.41
H -0.7749 2.8064 0.4632 0.19
C -2.6232 0.0198 0.6712 -0.38
C -1.6279 -0.2055 1.6531 -0.38
H -1.6041 -1.0562 2.3361 0.20
H 0.0834 1.0701 2.3281 0.20
H -2.8645 1.6986 -0.8236 0.19
H -3.4759 -0.6322 0.4859 0.18
O -4.6353 -2.5465 -2.5825 -0.55
C -4.2555 -1.2350 -2.1620 -0.06
C -2.7367 -1.0735 -2.3674 -0.51
H -4.5019 -1.1339 -1.0889 0.18
H -4.8578 -0.4713 -2.6820 0.18
C -2.1945 -2.5100 -2.5478 -0.45
H -2.3843 -0.5950 -1.4443 0.27
H -2.4873 -0.4237 -3.2101 0.24
C -3.4724 -3.3843 -2.5312 -0.06
H -1.5077 -2.8642 -1.7575 0.19
H -1.6842 -2.6049 -3.5004 0.21
H -3.5398 -3.9954 -1.6027 0.17
H -3.4606 -4.0807 -3.3889 0.17
Cl 3.6710 -3.6933 6.5051 0.00
C 3.0049 -3.1632 5.0287 -0.05
C 3.1036 -1.8067 4.6629 -0.25
C 2.5842 -1.3856 3.4319 -0.15
C 1.9618 -2.2831 2.5510 -0.15
C 1.8526 -3.6261 2.9349 -0.16
C 2.3552 -4.0710 4.1664 -0.25
C 1.3989 -1.7915 1.2523 0.76
O 1.3768 -0.5409 0.9968 -0.71
O 0.9172 -2.6414 0.4061 -0.85
H 3.5794 -1.0823 5.3301 0.22
H 2.6455 -0.3387 3.1299 0.25
H 1.3551 -4.3212 2.2533 0.24
H 2.2459 -5.1182 4.4561 0.22
```

***

[2]
This record from the OMol25 dataset describes 4 unconnected molecules or ions with the total composition C3H14O3S. The level of theory is ωB97M-V with the def2-TZVPD basis set.

Calculated values
HOMO-LUMO gap in eV: 9.11
LUMO level in eV: 0.3
Spin multiplicity: 1
SMILES string: CCCS.O.O.O
HOMO energy in eV: -8.85

Structure (XYZ):
```
21
Properties=species:S:1:pos:R:3:nbo_charge:R:1
C -3.1974 0.4615 -1.5653 -0.60
C -2.2727 -0.3618 -0.5985 -0.42
C -1.2941 -1.1539 -1.3085 -0.50
S -0.0003 -1.9930 -0.3379 -0.06
H -4.0382 0.7521 -1.0466 0.20
H -3.5003 0.0655 -2.4196 0.20
H -2.7503 1.2409 -1.9893 0.20
H -1.7545 0.3107 0.1631 0.21
H -2.9579 -1.1384 -0.1844 0.21
H -0.8991 -0.7438 -2.2287 0.20
H -1.7247 -2.0618 -1.6979 0.21
H 0.5379 -0.9921 0.4065 0.13
O 2.6480 0.1565 3.0370 -0.93
H 2.7358 0.7519 2.3590 0.48
H 2.1535 0.6258 3.5928 0.45
O 0.2017 2.5040 0.0529 -0.94
H -0.6509 2.9297 0.0070 0.47
H 0.7562 3.2612 -0.0537 0.46
O 3.0090 1.2292 0.5780 -0.95
H 2.3736 1.5631 -0.1499 0.49
H 3.4389 0.5307 0.1388 0.48
```

***

Question: HOMO-LUMO gap of number 2 (C3H14O3S)?
Answer: 9.11 eV

***

Question: LUMO level of number 2 (C3H14O3S)?
Answer: 0.3 eV

***

Question: Among the records above, which one has the lowest LUMO level?
Answer: C3H14O3S